C42H55BNO4 | ωB97M-V/def2-TZVPD

## Properties
Electronic energy: -54801.9393 eV
2S+1: 2
LUMO (alpha / beta): 0.6 / 0.2 eV
HOMO energy (alpha / beta): -8.5571 / -9.3402 eV

Each line ends with the Löwdin spin population.
Positions of all 103 atoms, in Å:
C 1.80080 1.13136 1.73442  0.000
C 1.18906 0.78091 0.34905  0.000
O 0.11823 1.63396 -0.03476  0.000
C -1.14120 1.13982 0.40993  0.000
C -2.22348 2.16143 -0.04733  0.000
B -1.43596 3.30790 -0.90265  0.000
O -1.36257 3.23828 -2.32280  0.000
O -0.79353 4.40995 -0.30100  0.000
C -2.97665 2.79052 1.19936  0.016
C -4.50725 3.03172 1.00857  0.029
C -5.05224 3.47073 2.42094  -0.002
C -4.84876 4.25698 0.08330  0.004
N -5.26761 1.81987 0.63058  0.349
O -5.66094 1.13643 1.65247  0.546
C -4.54918 0.93180 -0.32285  0.024
C -5.57757 0.60868 -1.48918  0.010
C -4.19083 -0.46813 0.30832  0.006
C -3.30888 1.56588 -1.01771  0.006
H 2.58824 0.37094 1.92598  0.000
H 1.07487 1.03812 2.56126  0.000
H 2.31196 2.10710 1.74698  0.000
H 0.83986 -0.26766 0.29424  0.000
H 1.98987 0.93047 -0.40182  0.000
H -1.10758 1.15127 1.52606  0.000
H -1.34118 0.08977 0.12071  0.000
H -1.66346 4.06540 -2.70432  0.000
H -0.56502 4.10404 0.57908  0.000
H -2.86546 2.15974 2.10676  0.001
H -2.52742 3.77010 1.46047  0.002
H -6.14958 3.57173 2.40632  0.000
H -4.64452 4.48950 2.60024  0.000
H -4.68063 2.83075 3.23252  0.001
H -4.59889 5.21641 0.55725  0.000
H -4.40760 4.13947 -0.92522  0.000
H -5.94601 4.19058 -0.07219  0.002
H -6.23428 1.50219 -1.55014  0.002
H -5.04563 0.50755 -2.44920  0.000
H -6.21671 -0.25714 -1.26096  0.001
H -3.57741 -0.98256 -0.45669  0.000
H -3.64136 -0.36157 1.25611  0.002
H -5.13019 -1.02783 0.40376  -0.001
H -2.83346 0.74397 -1.59088  0.001
H -3.64145 2.30228 -1.76749  0.000
C 5.26365 -1.01812 0.99846  0.000
C 6.60060 -0.72198 1.23373  0.000
C 7.38309 -1.59025 1.98441  0.000
C 6.83054 -2.75987 2.49228  0.000
C 5.49440 -3.05764 2.25408  0.000
C 4.70956 -2.18497 1.51061  0.000
H 4.65294 -0.33923 0.41549  0.000
H 7.03262 0.18643 0.83230  0.000
H 8.42343 -1.35643 2.17316  0.000
H 7.44203 -3.43936 3.07405  0.000
H 5.06388 -3.97058 2.64886  0.000
H 3.66650 -2.41472 1.32928  0.000
C -4.99934 5.33741 -4.21872  0.000
C -3.93411 6.16144 -3.87370  0.000
C -3.43655 7.07355 -4.79697  0.000
C -4.00808 7.16734 -6.05992  0.000
C -5.07447 6.34592 -6.40194  0.000
C -5.56790 5.42833 -5.48298  0.000
H -5.38641 4.62500 -3.49975  0.000
H -3.49457 6.09087 -2.88480  0.000
H -2.60344 7.71247 -4.53149  0.000
H -3.62244 7.88146 -6.77680  0.000
H -5.52158 6.42091 -7.38596  0.000
H -6.39640 4.78435 -5.75138  0.000
C -9.22561 8.43214 -5.04396  0.000
C -8.54982 7.39838 -5.68056  0.000
C -9.25396 6.47116 -6.43866  0.000
C -10.63319 6.58255 -6.56780  0.000
C -11.30821 7.61825 -5.93393  0.000
C -10.60538 8.54083 -5.16870  0.000
H -8.67700 9.15311 -4.45045  0.000
H -7.47537 7.31534 -5.58576  0.000
H -8.72784 5.66134 -6.93020  0.000
H -11.18138 5.86224 -7.16256  0.000
H -12.38295 7.70602 -6.03586  0.000
H -11.13259 9.34503 -4.67048  0.000
C 6.55001 -6.65857 6.23112  0.000
C 6.44059 -5.91966 5.05950  0.000
C 6.87946 -6.45636 3.85539  0.000
C 7.41945 -7.73625 3.82097  0.000
C 7.52545 -8.47616 4.99206  0.000
C 7.09477 -7.93630 6.19783  0.000
H 6.21089 -6.23884 7.17007  0.000
H 6.01340 -4.92395 5.08519  0.000
H 6.79976 -5.87759 2.94282  0.000
H 7.75738 -8.15646 2.88124  0.000
H 7.94502 -9.47472 4.96506  0.000
H 7.18262 -8.51156 7.11108  0.000
C 11.53179 -12.83264 2.49567  0.000
C 10.21208 -12.40134 2.54171  0.000
C 9.89758 -11.18895 3.14292  0.000
C 10.90481 -10.40260 3.69027  0.000
C 12.22494 -10.83281 3.64083  0.000
C 12.53824 -12.04933 3.04743  0.000
H 11.77637 -13.77923 2.02986  0.000
H 9.42798 -13.01082 2.10944  0.000
H 8.86731 -10.85623 3.18412  0.000
H 10.66024 -9.45482 4.15500  0.000
H 13.01006 -10.21960 4.06580  0.000
H 13.56674 -12.38664 3.01376  0.000

***

C42H55N7OPbS2SbSi | ωB97M-V/def2-TZVPD

## Properties
Electronic energy: -98236.7084 eV
Charge: +3
Energy above the lowest of the compared OMol25 structures with the same formula, charge and spin: 0.9428 eV
2S+1: 1
LUMO: -7.4 eV
HOMO energy: -14.5741 eV

Each line ends with the Mulliken charge.
Positions of all 110 atoms, in Å:
Pb 0.28587 1.10357 -0.54954  0.725
N -3.57660 2.29335 1.87485  0.112
C -2.65905 3.13349 2.45974  -0.843
C -1.51797 2.97861 1.74193  -0.649
N -1.72262 2.04762 0.74068  0.867
C -2.97453 1.65484 0.85274  -0.463
C -3.67047 0.76298 -0.06902  -0.726
N -3.49609 0.76262 -1.37060  0.053
C -4.35709 -0.19874 -1.84476  -0.648
C -5.04336 -0.77282 -0.81698  -0.494
N -4.59818 -0.14542 0.31575  0.056
H -4.53646 2.18110 2.16055  0.239
H -2.89710 3.75507 3.30207  0.473
H -0.56532 3.45268 1.90473  0.706
H -4.45237 -0.40782 -2.89452  0.615
H -5.78013 -1.55361 -0.78833  0.523
H -4.82777 -0.40850 1.26110  0.272
C -0.18280 -2.54819 -3.45753  -0.801
Si -0.88020 -3.56010 -2.09526  0.619
C 0.24826 -4.47345 -0.97884  -0.614
C -2.59904 -4.07657 -2.19661  0.853
C -2.99181 -5.25282 -1.53709  -0.415
C -4.28959 -5.72222 -1.66166  -0.704
C -5.20397 -5.01645 -2.43018  -0.490
C -4.83315 -3.84635 -3.08575  -0.746
C -3.53671 -3.38096 -2.97547  -0.399
H 0.16558 -3.21200 -4.25408  0.539
H 0.65798 -1.93395 -3.12555  -0.068
H -0.95431 -1.90574 -3.87912  0.203
H 0.58788 -5.40792 -1.43367  0.627
H -0.26149 -4.71487 -0.04515  0.374
H 1.11735 -3.85884 -0.74742  -0.305
H -2.28679 -5.80769 -0.93323  0.369
H -4.58726 -6.63425 -1.16408  0.430
H -6.21632 -5.38432 -2.52731  0.430
H -5.55584 -3.31419 -3.68981  0.434
H -3.24601 -2.48236 -3.50273  0.277
C 4.35501 1.52377 0.74930  -1.377
C 4.52792 0.84911 2.08395  0.807
C 5.78917 0.88664 2.68101  -0.628
C 6.01858 0.30503 3.91368  -0.733
C 4.98300 -0.33044 4.58574  -0.846
C 3.72719 -0.38329 4.00909  -0.595
C 3.49989 0.20003 2.76120  0.938
Sb 1.46998 0.05282 2.14469  1.656
C 0.80042 1.52926 3.53341  0.929
C 1.49347 2.71359 3.27357  -1.515
C 1.25479 3.85781 4.01775  -0.786
C 0.31354 3.81528 5.03425  -0.797
C -0.37589 2.64157 5.28966  -0.652
C -0.15473 1.48021 4.54847  1.196
C -0.94699 0.24798 4.86741  -1.427
C 1.23730 -2.03543 2.47187  1.191
C 0.36441 -2.61429 3.38612  -1.077
C 0.33206 -3.99012 3.55645  -0.988
C 1.16035 -4.79720 2.79511  -0.862
C 2.00174 -4.22605 1.85512  -0.407
C 2.05837 -2.84713 1.66874  0.295
C 2.99403 -2.30264 0.62197  -2.194
H 4.63686 2.57645 0.80270  0.453
H 3.32089 1.46892 0.39580  -0.342
H 4.98992 1.05415 -0.00179  0.651
H 6.60158 1.38366 2.16621  0.486
H 7.00427 0.34912 4.35416  0.425
H 5.15203 -0.77968 5.55449  0.483
H 2.92787 -0.89068 4.53562  0.344
H 2.25430 2.74963 2.49859  0.365
H 1.80921 4.76460 3.81820  0.487
H 0.12756 4.69157 5.63968  0.443
H -1.10129 2.61619 6.09209  0.473
H -1.74616 0.46813 5.57239  0.584
H -0.31141 -0.50916 5.32970  0.324
H -1.39724 -0.17870 3.96830  0.185
H -0.30955 -2.00840 3.96526  0.308
H -0.33940 -4.42547 4.28302  0.506
H 1.14917 -5.86994 2.92755  0.450
H 2.64036 -4.86141 1.25284  0.517
H 3.35051 -3.10752 -0.02142  0.612
H 3.86862 -1.82595 1.06566  0.619
H 2.50108 -1.56221 -0.01780  0.111
N -2.00650 5.47244 -4.34245  -0.123
C -0.64096 4.93810 -4.69164  -0.781
C -0.13421 4.08732 -3.53223  -0.600
N -1.04569 3.02080 -3.14441  0.161
C -2.38462 3.52718 -2.87315  -0.112
C -2.96454 4.35313 -4.01096  -0.867
H -2.37380 6.04976 -5.10446  0.359
H -1.92438 6.08931 -3.52717  0.388
H 0.00353 5.79085 -4.90219  0.423
H -0.76705 4.35064 -5.60189  0.352
H 0.02920 4.73266 -2.66189  0.322
H 0.83444 3.67093 -3.80807  0.346
H -1.06136 2.28287 -3.83907  0.273
H -2.33638 4.14125 -1.96650  0.350
H -3.04895 2.69265 -2.64325  -0.089
H -3.92266 4.80387 -3.75833  0.434
H -3.07505 3.76866 -4.92487  0.367
S -0.70753 -1.45857 -0.66284  0.148
C -1.51694 -1.35233 0.81904  0.299
N -2.05188 -1.17751 1.82487  -0.708
C 4.39071 1.14450 -3.00261  -1.231
S 3.49475 -0.27096 -2.39966  0.743
C 3.64609 -1.30757 -3.83775  -1.260
O 2.02965 0.15478 -2.35735  -0.611
H 5.45489 0.91273 -2.99237  0.436
H 4.19367 1.96192 -2.31293  0.312
H 4.05911 1.39341 -4.00898  0.469
H 4.69467 -1.57010 -3.96820  0.477
H 3.26570 -0.77758 -4.70897  0.394
H 3.07080 -2.21076 -3.64942  0.284

***

Question: Look up the electronic energy of the second one.
Answer: -98236.7084 eV

***

Question: The lowest 2S+1 belongs to which entry?
Answer: C42H55N7OPbS2SbSi